{
  "formula": "C30H37As2IrN3O3",
  "method": "wB97M-V/def2-TZVPD",
  "symbols": ["Ir", "C", "O", "C", "C", "C", "C", "C", "C", "N", "N", "C", "C", "O", "C", "C", "C", "C", "C", "C", "C", "C", "H", "H", "H", "H", "H", "H", "H", "H", "H", "H", "H", "H", "H", "C", "As", "C", "C", "C", "C", "C", "C", "C", "As", "C", "C", "H", "H", "H", "H", "H", "H", "H", "H", "H", "H", "H", "H", "H", "H", "H", "H", "C", "N", "C", "C", "O", "H", "H", "H", "H", "H", "H", "H", "H"],
  "positions_angstrom": [[0.6613, -0.6520, -0.2817], [1.8416, -2.9658, -1.8001], [1.7903, -1.5841, -1.4952], [2.9781, -0.9111, -1.3426], [4.1849, -1.3708, -1.8942], [5.3617, -0.6287, -1.7612], [5.3469, 0.5849, -1.0836], [4.1522, 1.0546, -0.5382], [2.9555, 0.3198, -0.6454], [1.7622, 0.8740, -0.1284], [1.8217, 1.0108, 1.1139], [0.6211, 1.6158, 1.5939], [-0.6404, 0.9470, 1.4509], [-0.8016, -0.1883, 0.8822], [-1.7447, 1.6374, 1.9853], [-1.6498, 2.8823, 2.6150], [-0.4176, 3.5187, 2.7510], [-0.3253, 4.7727, 3.3821], [0.9024, 5.4176, 3.5220], [2.0538, 4.8134, 3.0348], [1.9709, 3.5673, 2.4081], [0.7396, 2.8888, 2.2456], [2.1237, -3.1197, -2.8468], [0.8371, -3.3785, -1.6653], [2.5179, -3.5054, -1.1289], [4.2276, -2.2982, -2.4543], [6.2853, -0.9958, -2.1996], [6.2544, 1.1726, -0.9860], [4.1321, 2.0123, -0.0250], [-2.7269, 1.1725, 1.8983], [-2.5604, 3.3369, 2.9925], [-1.2212, 5.2534, 3.7673], [0.9558, 6.3861, 4.0088], [3.0169, 5.3035, 3.1363], [2.8838, 3.1106, 2.0328], [-1.2696, -4.4080, -1.8348], [-0.6013, -2.6345, -1.2776], [-1.1295, -1.6462, -2.9049], [-2.1072, -2.1123, -0.1082], [-3.4158, -2.2316, -0.6113], [-4.5179, -1.8656, 0.1587], [-4.3342, -1.3696, 1.4432], [-3.0483, -1.2423, 1.9661], [-1.9167, -1.6137, 1.2158], [-0.1243, -1.3748, 2.0434], [-0.6206, -1.4851, 3.9565], [0.4090, -3.2804, 2.0194], [-2.2979, -4.3479, -2.2401], [-1.2578, -5.0924, -0.9619], [-0.6025, -4.8128, -2.6232], [-2.1716, -1.8732, -3.2011], [-0.4554, -1.9367, -3.7366], [-1.0287, -0.5572, -2.7195], [-3.5989, -2.6059, -1.6059], [-5.5175, -1.9626, -0.2457], [-5.1914, -1.0788, 2.0374], [-2.9525, -0.8434, 2.9627], [-1.3047, -2.3422, 4.1302], [-1.1062, -0.5432, 4.2815], [0.2986, -1.6324, 4.5600], [-0.4237, -3.9192, 2.3788], [1.2887, -3.4173, 2.6812], [0.6986, -3.5973, 1.0008], [-1.6455, 1.2603, -4.0058], [-1.0631, 2.0410, -2.9331], [-1.1600, 3.4851, -2.9467], [-0.4168, 1.3915, -1.9016], [-0.2806, 0.1797, -1.7970], [-2.1226, 1.9026, -4.7501], [-2.3877, 0.5759, -3.5836], [-0.8573, 0.6702, -4.4832], [-1.6998, 3.8405, -3.8277], [-0.1500, 3.9058, -2.9390], [-1.6789, 3.8115, -2.0404], [-0.0157, 2.0883, -1.1462], [1.4864, -1.3806, 1.0455]],
  "e_lumo_ev": [-7.497, -7.307],
  "homo_lumo_gap_ev": [5.15, 5.69],
  "charge": 2,
  "s2": 0.759,
  "multiplicity": 2,
  "homo_energy_ev": [-12.64, -13.00]
}

{
  "formula": "C24H20BF6N4O8S",
  "method": "wB97M-V/def2-TZVPD",
  "symbols": ["C", "C", "C", "C", "C", "B", "C", "C", "C", "C", "F", "F", "F", "C", "C", "C", "F", "F", "F", "C", "O", "C", "C", "C", "C", "C", "O", "S", "H", "H", "H", "H", "H", "H", "H", "H", "H", "H", "H", "H", "H", "H", "H", "H", "H", "H", "O", "N", "O", "C", "C", "C", "N", "O", "O", "C", "C", "N", "O", "O", "N", "C", "H", "H"],
  "positions_angstrom": [[-1.4898, -3.7780, -6.6876], [-0.6863, -3.0176, -5.7033], [0.4248, -2.2354, -5.9275], [0.8970, -1.5563, -4.7545], [0.1140, -1.7740, -3.6497], [0.3158, -1.1452, -2.1966], [-0.5118, 0.2935, -2.2411], [-1.8424, 0.3393, -1.8712], [-2.4840, 1.5659, -1.7475], [-3.9082, 1.6021, -1.2626], [-4.6880, 2.4571, -1.9969], [-4.5014, 0.3696, -1.3092], [-3.9639, 2.0303, 0.0450], [-1.8162, 2.7521, -2.0136], [-0.5073, 2.6778, -2.4490], [0.3006, 3.9058, -2.7660], [1.4014, 3.9824, -1.9400], [0.7787, 3.8737, -4.0563], [-0.4030, 5.0612, -2.6192], [0.1423, 1.4541, -2.5922], [-0.3009, -2.0521, -1.2758], [0.1179, -1.9891, 0.0696], [1.6727, -1.8906, 0.2270], [1.9974, -1.4768, 1.6514], [2.2734, -3.2399, -0.1256], [2.2484, -0.8138, -0.7463], [1.7297, -0.9296, -2.0597], [-1.1226, -2.9439, -4.0072], [-0.9955, -3.6986, -7.6584], [-1.5813, -4.8374, -6.4166], [-2.4957, -3.3450, -6.7666], [0.8726, -2.1485, -6.9131], [1.7821, -0.9192, -4.7631], [-2.3892, -0.5858, -1.7003], [-2.3061, 3.7094, -1.8833], [1.1516, 1.4187, -2.9966], [-0.3802, -1.1323, 0.5651], [-0.2314, -2.9129, 0.5579], [3.0787, -1.3751, 1.8100], [1.5384, -0.5021, 1.8705], [1.6127, -2.2051, 2.3790], [3.3633, -3.2003, -0.0331], [1.8766, -4.0074, 0.5467], [1.9996, -3.4814, -1.1616], [2.0437, 0.2075, -0.3664], [3.3432, -0.9369, -0.8007], [-2.3507, 1.9309, 8.0281], [-1.4034, 1.1603, 7.7847], [-1.0774, 0.2282, 8.5530], [-0.6378, 1.2974, 6.5495], [0.3888, 0.3915, 6.2630], [1.1155, 0.4837, 5.0482], [2.3489, -0.2702, 4.9573], [2.5659, -1.1515, 5.8216], [3.1655, 0.0023, 4.0506], [0.7951, 1.4382, 4.0427], [-0.2093, 2.3462, 4.3672], [-0.6214, 3.5151, 3.7081], [-0.2380, 4.0608, 2.6892], [-1.6114, 4.0971, 4.5151], [-1.8100, 3.3714, 5.6702], [-0.9565, 2.3161, 5.5647], [0.7095, -0.3300, 7.0106], [1.3554, 1.5424, 3.1122]],
  "e_lumo_ev": -1.146,
  "homo_lumo_gap_ev": 3.66,
  "e_above_lowest_ev": 0.000,
  "charge": -1,
  "multiplicity": 1,
  "homo_energy_ev": -4.80
}

{
  "formula": "C8H12NO2",
  "method": "wB97M-V/def2-TZVPD",
  "symbols": ["C", "C", "C", "O", "O", "C", "C", "C", "N", "C", "C", "H", "H", "H", "H", "H", "H", "H", "H", "H", "H", "H", "H"],
  "positions_angstrom": [[-5.1741, 1.0134, 0.1503], [-3.9334, 0.8985, -0.2804], [-3.2189, -0.3207, 0.0011], [-3.5424, -1.3901, 0.3151], [-1.7899, 0.0067, -0.0509], [-0.9640, -0.9869, -0.1866], [0.4341, -0.9989, -0.2055], [1.3416, 0.0388, -0.0524], [2.6389, 0.0536, -0.0020], [3.3993, 1.2389, 0.2826], [3.4459, -1.1823, -0.0487], [-5.5122, 2.0523, 0.0443], [-5.5727, 0.2549, 0.9141], [-3.4174, 1.6562, -1.0430], [-1.5606, -1.8652, -0.0451], [0.9134, -2.0089, -0.4706], [0.9806, 0.9827, -0.0928], [3.1702, 1.9393, -0.4080], [3.2251, 1.6840, 1.2851], [4.5345, 1.0105, 0.0485], [3.5888, -1.4830, 1.0309], [2.7532, -1.8512, -0.5844], [4.2598, -0.7427, -0.6016]],
  "e_lumo_ev": -4.530,
  "homo_lumo_gap_ev": 8.84,
  "e_above_lowest_ev": 2.134,
  "charge": 1,
  "multiplicity": 1,
  "homo_energy_ev": -13.37,
  "smiles": "C=CC(=O)O/C=C\\C=[N+](C)C"
}

Number 1: E_tot -6130.15105 a.u.. Number 2: E_tot -2769.57294 a.u.. Number 3: E_tot -516.91558 a.u..